# 1
Formula: C22H52B3O4P2
Source: the OMol25 dataset
Level of theory: ωB97M-V/def2-TZVPD

ORCA input file:
```
! wB97M-V def2-TZVPD RIJCOSX def2/J DEFGRID3
* xyz 1 1
C 3.157 5.747 -2.454
C 2.224 4.894 -1.410
P 0.967 3.711 -2.225
C 0.011 4.614 -3.630
C -1.220 5.525 -3.017
B 1.797 2.206 -3.069
O 1.531 0.779 -2.778
B 1.042 0.244 -4.098
O 1.825 0.487 -5.361
B 2.079 1.957 -5.377
C 1.606 2.998 -6.560
C 2.627 2.922 -7.846
O 2.365 1.672 -8.634
O 2.791 2.492 -4.164
H 4.246 5.915 -2.048
H 2.617 6.760 -2.773
H 3.284 5.118 -3.459
H 1.586 5.690 -0.794
H 2.926 4.309 -0.663
H 0.759 5.334 -4.205
H -0.426 3.876 -4.440
H -1.089 6.645 -3.397
H -1.216 5.585 -1.837
H -2.217 5.068 -3.459
H 0.000 -0.340 -4.172
H 0.474 2.787 -6.825
H 1.653 4.090 -6.083
H 3.746 2.882 -7.439
H 2.496 3.897 -8.498
H 1.364 1.485 -8.644
C -1.524 1.116 -0.218
C -1.693 -0.387 -0.368
C -2.694 -0.978 0.623
C -2.191 -1.135 2.060
P -1.122 -2.501 2.444
C -1.911 -3.986 1.765
C -3.369 -4.317 2.076
C -3.704 -4.852 3.470
C -2.826 -5.995 3.951
C -1.071 -2.774 4.194
C -0.517 -1.759 5.181
C 0.994 -1.587 5.228
C 1.798 -2.880 5.226
C 0.449 -2.531 1.617
C 1.620 -1.577 1.818
C 1.320 -0.083 1.887
C 1.763 0.676 0.647
H -1.207 1.394 0.791
H -0.769 1.479 -0.923
H -2.459 1.637 -0.434
H -0.731 -0.874 -0.282
H -2.051 -0.585 -1.386
H -3.014 -1.954 0.242
H -3.590 -0.348 0.631
H -3.082 -1.281 2.681
H -1.765 -0.195 2.419
H -1.272 -4.845 1.997
H -1.841 -3.876 0.675
H -3.690 -5.079 1.353
H -3.996 -3.439 1.886
H -4.744 -5.203 3.459
H -3.691 -4.042 4.201
H -2.969 -6.885 3.331
H -3.085 -6.256 4.982
H -1.764 -5.738 3.943
H -0.637 -3.758 4.392
H -2.119 -2.863 4.491
H -0.839 -2.069 6.186
H -0.982 -0.782 5.001
H 1.256 -1.013 6.126
H 1.297 -0.957 4.397
H 1.633 -3.441 6.150
H 2.865 -2.650 5.150
H 1.545 -3.524 4.380
H 0.238 -2.556 0.542
H 0.854 -3.530 1.827
H 2.346 -1.768 1.017
H 2.156 -1.870 2.724
H 1.869 0.354 2.730
H 0.268 0.102 2.085
H 2.855 0.670 0.559
H 1.437 1.716 0.703
H 1.350 0.231 -0.266
*
```

Results
- orbital gap (eV) = 7.8
- E_HOMO (eV) = -9.85
- molecular weight (g mol⁻¹) = 475.0
- E_tot (eV) = -52450.755

# 2
Formula: C4H6O2
Source: the OMol25 dataset
Level of theory: ωB97M-V/def2-TZVPD

ORCA input file:
```
! wB97M-V def2-TZVPD RIJCOSX def2/J DEFGRID3
* xyz 0 1
C -1.089 -1.089 -0.012
C -0.117 -0.036 0.422
C -0.375 1.412 0.575
O -0.153 0.554 1.710
C 1.162 0.286 -0.081
O 1.506 0.171 -1.376
H -0.998 -1.965 0.637
H -2.107 -0.700 0.040
H -0.882 -1.412 -1.039
H 0.366 2.215 0.446
H 0.708 0.032 -1.906
H 1.980 0.533 0.583
*
```

Results
- orbital gap (eV) = 8.5
- E_HOMO (eV) = -7.89
- molecular weight (g mol⁻¹) = 86.1
- energy above the lowest of the compared OMol25 structures with the same formula, charge and spin (kcal/mol) = 112.19
- E_tot (eV) = -8335.596

# 3
Formula: C4H11NS
Source: the OMol25 dataset
Level of theory: ωB97M-V/def2-TZVPD

ORCA input file:
```
! wB97M-V def2-TZVPD RIJCOSX def2/J DEFGRID3
* xyz 0 1
N 1.514 -0.982 -0.978
C 1.400 0.417 -0.617
C -0.026 0.946 -0.790
C -1.097 0.116 -0.099
C -1.023 0.097 1.418
S -2.052 -1.215 2.126
H 2.460 -1.203 -1.260
H 0.909 -1.211 -1.760
H 1.690 0.557 0.418
H 2.038 1.089 -1.205
H -0.065 1.993 -0.474
H -0.267 0.954 -1.847
H -1.017 -0.906 -0.461
H -2.076 0.480 -0.413
H -1.308 1.041 1.885
H 0.024 -0.069 1.699
H -1.103 -2.103 2.360
*
```

Results
- orbital gap (eV) = 9.9
- E_HOMO (eV) = -8.88
- molecular weight (g mol⁻¹) = 105.2
- energy above the lowest of the compared OMol25 structures with the same formula, charge and spin (kcal/mol) = 4.56
- E_tot (eV) = -16651.595
- structure (SMILES) = NCCCCS

# 4
Formula: C52H39BF8N2O11S
Source: the OMol25 dataset
Level of theory: ωB97M-V/def2-TZVPD

ORCA input file:
```
! wB97M-V def2-TZVPD RIJCOSX def2/J DEFGRID3
* xyz 0 1
C 0.249 -1.862 2.796
C 1.642 -2.343 2.125
O 2.609 -2.510 2.905
O 1.671 -2.488 0.711
C 2.064 -3.826 0.302
C 1.615 -4.999 1.287
C 2.738 -5.954 1.836
C 4.280 -5.819 1.465
B 5.030 -4.536 2.130
O 5.352 -4.366 3.514
O 5.374 -3.431 1.224
C 2.352 -7.141 2.800
C 3.425 -8.166 3.415
O 4.170 -7.527 4.499
N 5.448 -8.055 4.432
O 6.197 -7.125 4.343
C 0.859 -7.397 3.198
C -0.188 -6.435 2.593
C 0.100 -5.230 1.668
N -0.886 -4.306 1.072
C -2.093 -4.106 1.900
C -2.792 -2.697 1.810
C -4.073 -2.323 2.605
C -4.629 -0.814 2.431
C -3.394 0.234 2.631
O -2.965 0.826 1.379
C -2.313 2.094 1.570
C -0.695 2.003 1.437
F -0.432 1.492 0.137
F -0.262 1.167 2.502
C -0.109 3.499 1.488
F -0.715 4.297 2.518
F -0.521 4.121 0.256
C 1.489 3.595 1.621
F 2.006 2.893 2.754
F 2.160 3.026 0.486
C 2.042 5.114 1.773
F 1.789 5.665 3.070
F 1.642 5.962 0.705
C -4.766 -3.383 3.531
C -4.070 -4.779 3.620
C -2.762 -5.132 2.843
S -1.975 -6.785 3.023
H -0.383 -1.463 1.929
H -0.266 -2.693 3.381
H 0.498 -1.013 3.518
H 1.525 -4.026 -0.703
H 3.187 -3.840 0.040
H 4.914 -6.744 1.699
H 4.331 -5.694 0.315
H 5.409 -3.382 3.626
H 4.614 -2.794 1.239
H 2.830 -9.031 3.906
H 4.079 -8.654 2.617
H 0.577 -8.280 3.881
H -1.216 -4.716 0.182
H -2.317 -1.900 1.145
H -5.115 -0.727 1.404
H -5.359 -0.642 3.304
H -2.532 -0.349 3.134
H -3.756 0.990 3.411
H -2.495 2.535 2.625
H -2.750 2.872 0.841
H 3.192 5.028 1.700
H -5.724 -3.158 4.114
H -4.561 -5.579 4.287
O -6.103 -4.838 -4.468
C -6.350 -3.774 -3.929
C -5.265 -2.963 -3.331
C -3.946 -3.415 -3.405
C -2.916 -2.641 -2.881
C -3.198 -1.415 -2.283
C -4.512 -0.971 -2.192
C -5.549 -1.747 -2.710
C -6.947 -1.274 -2.592
O -7.201 -0.237 -2.001
C -8.030 -2.073 -3.207
C -9.348 -1.620 -3.134
C -10.368 -2.347 -3.737
C -10.076 -3.528 -4.416
C -8.766 -3.990 -4.478
C -7.740 -3.266 -3.869
H -3.719 -4.367 -3.875
H -1.891 -2.992 -2.944
H -2.392 -0.806 -1.885
H -4.726 -0.017 -1.720
H -9.581 -0.697 -2.611
H -11.392 -1.990 -3.683
H -10.872 -4.090 -4.895
H -8.546 -4.913 -5.006
O 6.072 10.913 -4.314
C 5.853 9.944 -3.608
C 4.540 9.780 -2.944
C 3.540 10.732 -3.147
C 2.291 10.564 -2.558
C 2.035 9.445 -1.768
C 3.035 8.504 -1.550
C 4.292 8.672 -2.132
C 5.354 7.674 -1.879
O 5.154 6.735 -1.126
C 6.660 7.828 -2.558
C 7.659 6.873 -2.356
C 8.877 6.991 -3.016
C 9.102 8.061 -3.880
C 8.115 9.021 -4.072
C 6.892 8.910 -3.407
H 3.731 11.602 -3.766
H 1.513 11.303 -2.721
H 1.057 9.308 -1.319
H 2.832 7.637 -0.929
H 7.487 6.035 -1.689
H 9.650 6.246 -2.861
H 10.050 8.147 -4.402
H 8.298 9.854 -4.744
*
```

Results
- orbital gap (eV) = 6.8
- E_HOMO (eV) = -7.94
- molecular weight (g mol⁻¹) = 1062.8
- E_tot (eV) = -113300.015
- structure (SMILES) = CC(=O)OCc1c(CB(O)O)c(CON=O)cc2c1Nc1cc(CCOCC(F)(F)C(F)(F)C(F)(F)C(F)F)ccc1S2.O=C1c2ccccc2C(=O)c2ccccc21.O=C1c2ccccc2C(=O)c2ccccc21

# 5
Formula: C24H58BrN2O8
Source: the OMol25 dataset
Level of theory: ωB97M-V/def2-TZVPD

ORCA input file:
```
! wB97M-V def2-TZVPD RIJCOSX def2/J DEFGRID3
* xyz 0 2
C -1.765 -1.812 -4.770
C -1.432 -1.043 -3.480
C -2.427 0.123 -3.360
C -0.002 -0.477 -3.465
C 1.090 -1.350 -2.859
Br 1.219 -3.006 -3.970
C 2.510 -0.703 -2.887
C 2.629 0.770 -3.266
C 2.173 1.765 -2.236
N 2.397 3.124 -2.623
O 1.673 1.442 -1.186
C 0.728 -1.789 -1.448
C -0.770 -1.893 -1.094
C -1.182 -0.674 -0.261
C -1.030 -3.155 -0.283
N -1.621 -1.957 -2.319
O -2.827 -2.312 -2.125
H -2.253 -2.755 -4.533
H -0.877 -2.027 -5.360
H -2.454 -1.231 -5.387
H -3.452 -0.216 -3.493
H -2.346 0.631 -2.398
H -2.189 0.840 -4.154
H 0.002 0.457 -2.893
H 0.247 -0.224 -4.499
H 3.139 -1.265 -3.573
H 2.939 -0.836 -1.891
H 3.669 1.023 -3.493
H 2.092 1.016 -4.187
H 1.494 3.596 -2.669
H 2.945 3.572 -1.891
H 1.222 -2.738 -1.240
H 1.160 -1.054 -0.767
H -2.224 -0.765 0.033
H -0.568 -0.652 0.643
H -1.017 0.269 -0.786
H -1.957 -3.058 0.279
H -0.187 -3.291 0.396
H -1.099 -4.028 -0.934
C 2.073 5.025 2.100
C 3.146 4.961 1.030
O 3.690 3.656 0.883
H 2.475 4.697 3.058
H 1.692 6.041 2.210
H 1.232 4.378 1.839
H 3.987 5.604 1.290
H 2.743 5.321 0.075
H 2.969 3.061 0.639
C 2.447 -1.281 3.621
C 1.302 -2.221 3.303
O 1.462 -2.860 2.043
H 2.543 -0.516 2.850
H 2.290 -0.787 4.582
H 3.384 -1.840 3.675
H 0.361 -1.672 3.228
H 1.191 -2.967 4.098
H 2.283 -3.365 2.063
C 5.931 -2.183 6.310
C 4.763 -3.082 5.958
O 4.868 -3.640 4.652
H 6.030 -1.384 5.575
H 5.791 -1.736 7.295
H 6.865 -2.749 6.330
H 3.834 -2.510 5.939
H 4.645 -3.872 6.707
H 5.669 -4.173 4.609
C -1.990 5.226 -2.560
C -0.940 5.071 -3.638
O -0.421 3.740 -3.730
H -1.592 4.934 -1.587
H -2.326 6.262 -2.498
H -2.869 4.614 -2.768
H -0.070 5.695 -3.428
H -1.338 5.384 -4.608
H -1.148 3.142 -3.939
C -4.995 0.466 -0.469
C -4.311 1.736 -0.016
O -5.140 2.891 -0.105
H -5.365 0.563 -1.491
H -4.295 -0.366 -0.442
H -5.835 0.211 0.182
H -3.458 1.955 -0.658
H -3.923 1.615 1.002
H -5.915 2.751 0.449
C -4.093 -3.710 3.950
C -3.669 -3.400 2.528
O -3.182 -2.070 2.380
H -4.859 -3.008 4.282
H -4.494 -4.722 4.020
H -3.243 -3.640 4.633
H -4.518 -3.466 1.848
H -2.920 -4.123 2.188
H -2.405 -1.969 2.941
*
```

Results
- orbital gap (alpha / beta) (eV) = 8.2 / 9.7
- E_HOMO (alpha / beta) (eV) = -7.61 / -9.10
- molecular weight (g mol⁻¹) = 582.6
- E_tot (eV) = -115228.909

# 6
Formula: C4H10O20S2V5
Source: the OMol25 dataset
Level of theory: ωB97M-V/def2-TZVPD

ORCA input file:
```
! wB97M-V def2-TZVPD RIJCOSX def2/J DEFGRID3
* xyz 1 1
O -15.835 0.680 7.230
V -15.464 2.179 7.153
O -16.771 2.817 6.408
O -20.363 1.897 17.329
V -19.250 1.287 16.301
O -17.897 1.268 17.093
O -21.735 8.767 7.778
V -20.167 8.809 7.207
O -20.259 8.296 5.708
O -12.000 4.624 14.026
V -11.861 5.657 12.845
O -10.582 5.113 12.021
O -15.381 11.759 13.540
V -15.758 11.250 12.058
O -17.286 11.488 11.945
S -17.102 5.385 11.863
O -16.113 4.514 11.241
O -16.292 6.452 12.432
O -17.965 5.955 10.832
O -17.836 4.682 12.928
S -13.589 8.547 7.598
O -12.838 9.354 6.594
O -13.664 7.087 7.374
O -13.078 8.700 8.956
O -14.911 9.133 7.743
C -13.443 7.317 18.383
O -12.612 8.422 17.747
C -11.285 8.425 18.093
C -10.448 9.386 17.233
O -10.432 8.873 15.863
C -9.702 9.749 15.042
H -12.874 6.392 18.299
H -14.328 6.977 17.845
H -13.754 7.447 19.420
H -10.832 7.443 17.960
H -11.084 8.689 19.131
H -9.429 9.526 17.595
H -10.942 10.357 17.263
H -10.264 10.680 14.974
H -9.617 9.488 13.987
H -8.694 9.969 15.392
*
```

Results
- orbital gap (eV) = 1.6
- E_HOMO (eV) = -8.38
- molecular weight (g mol⁻¹) = 697.0
- energy above the lowest of the compared OMol25 structures with the same formula, charge and spin (kcal/mol) = 714.61
- E_tot (eV) = -195332.644

# 7
Formula: C22H23BrN4O4
Source: the OMol25 dataset
Level of theory: ωB97M-V/def2-TZVPD

ORCA input file:
```
! wB97M-V def2-TZVPD RIJCOSX def2/J DEFGRID3
* xyz 0 1
C -1.024 -2.861 -1.118
C -1.407 -3.582 0.294
C -0.246 -4.529 0.743
C 1.013 -3.580 1.029
N 0.660 -2.490 2.110
C 0.882 -3.102 3.326
O 0.868 -4.172 3.637
N 0.455 -1.911 4.377
C 0.485 -0.792 3.985
O 0.169 0.035 4.924
C 0.428 -0.312 2.795
C 0.706 -1.175 1.769
N 0.821 -0.535 0.577
C 0.349 0.565 0.698
C 0.371 1.358 -0.395
C -0.105 2.843 -0.492
C 0.037 3.154 -1.747
C 0.651 2.000 -2.474
C 0.993 1.871 -3.818
C 1.042 0.473 -4.214
C 1.685 -0.001 -5.529
C 1.915 1.255 -6.367
C 1.805 2.621 -5.944
C 1.486 2.786 -4.690
Br 1.743 4.730 -4.333
O 0.925 1.215 -1.562
N 0.254 0.871 1.997
C 0.166 2.254 2.874
C -1.341 2.203 3.191
O -1.970 2.503 2.015
C -3.545 2.663 2.279
H -0.372 -2.136 -1.094
H -0.881 -3.751 -1.812
H -1.935 -2.322 -1.435
H -1.529 -2.707 0.774
H -2.298 -4.205 0.058
H -0.539 -4.835 1.769
H -0.053 -5.216 -0.139
H 1.343 -3.053 0.258
H 1.835 -4.217 1.440
H 0.725 -2.289 5.240
H -0.807 3.294 0.129
H -0.371 4.181 -2.226
H 1.215 -0.240 -3.422
H 1.694 -0.878 -5.792
H 2.367 0.905 -7.517
H 2.237 3.331 -6.532
H 0.554 3.009 2.098
H 0.729 2.270 3.753
H -1.533 3.089 3.656
H -1.644 1.434 3.832
H -3.650 1.767 2.760
H -3.900 2.666 1.338
H -3.458 3.545 2.925
*
```

Results
- orbital gap (eV) = 6.8
- E_HOMO (eV) = -7.27
- molecular weight (g mol⁻¹) = 487.4
- energy above the lowest of the compared OMol25 structures with the same formula, charge and spin (kcal/mol) = 372.69
- E_tot (eV) = -107365.482
- structure (SMILES) = CCCCn1c(=O)[nH]c(=O)c2c1nc(-c1ccc(-c3ccccc3Br)o1)n2CCOC

# 8
Formula: C5H7N3O
Source: the OMol25 dataset
Level of theory: ωB97M-V/def2-TZVPD

ORCA input file:
```
! wB97M-V def2-TZVPD RIJCOSX def2/J DEFGRID3
* xyz 0 1
C 0.623 -1.756 1.692
N 0.432 -0.680 0.735
C 0.379 -0.971 -0.629
C -0.086 -0.022 -1.452
N -0.338 1.285 -0.841
C -0.587 2.406 -1.703
O -0.940 3.513 -1.319
N -0.683 1.421 0.485
C -0.325 0.398 1.168
H -0.264 -2.393 1.718
H 1.470 -2.362 1.386
H 0.787 -1.384 2.736
H 0.775 -1.923 -0.909
H -0.264 -0.073 -2.550
H -0.426 2.150 -2.759
H -0.553 0.394 2.242
*
```

Results
- orbital gap (eV) = 8.1
- E_HOMO (eV) = -7.45
- molecular weight (g mol⁻¹) = 125.1
- energy above the lowest of the compared OMol25 structures with the same formula, charge and spin (kcal/mol) = 50.73
- E_tot (eV) = -11814.190
- structure (SMILES) = CN1C=CN(C=O)N=C1